Arrangement P

Below is one molecule with the formula C5H6OS2, with properties calculated with wB97M-V/def2-TZVPD.

Values from the calculation:
Molecular weight, g/mol: 146.24
Spin multiplicity: 1
Total charge: 0
HOMO level, eV: -8.58

CARTESIAN COORDINATES (ANGSTROEM)
C: -2.34 0.47 0.82
C: -2.35 -0.32 -0.29
O: -1.22 -1.10 -0.73
C: -0.12 -0.40 -0.26
C: 1.20 -0.96 -0.20
C: 2.44 -0.17 -0.26
S: 3.92 -0.82 0.20
S: 2.01 1.45 -0.53
H: -3.25 1.40 0.94
H: -1.22 0.47 1.29
H: -3.20 -0.68 -0.80
H: -0.33 0.72 -0.30
H: 1.37 -2.01 -0.46
H: 3.09 1.95 0.57

***

Arrangement Q

Below is one molecule with the formula C5H6OS2, with properties calculated with wB97M-V/def2-TZVPD.

Values from the calculation:
Molecular weight, g/mol: 146.24
Spin multiplicity: 1
Total charge: 0
HOMO level, eV: -9.24

CARTESIAN COORDINATES (ANGSTROEM)
C: -1.53 1.54 0.10
C: -0.64 1.16 -0.79
C: 0.35 0.04 -0.59
S: 0.00 -1.32 -1.87
C: 0.35 -0.67 0.75
O: -0.64 -0.96 1.38
C: 1.69 -1.16 1.30
S: 3.16 -0.78 0.69
H: -1.64 1.08 1.05
H: -2.23 2.36 -0.09
H: -0.48 1.63 -1.76
H: 1.35 0.36 -0.87
H: -1.30 -1.52 -1.51
H: 1.58 -1.76 2.21

***

So which one is most stable? That would be arrangement Q, about 321.1 kJ/mol below the next structure.

***

Arrangement P

Below is a 4-piece molecular cluster, C4H14O4 overall, with properties calculated with wB97M-V/def2-TZVPD.

Values from the calculation:
Molecular weight, g/mol: 126.15
Spin multiplicity: 1
Total charge: 0
HOMO level, eV: -8.53

CARTESIAN COORDINATES (ANGSTROEM)
C: 0.81 0.59 -1.86
O: 2.38 0.61 1.00
C: -0.49 0.85 -1.28
C: -1.21 -0.44 -0.77
C: -2.28 -0.25 0.31
O: -0.15 -1.38 -0.30
H: 0.70 0.42 -2.96
H: 1.82 1.06 -1.49
H: 1.88 0.75 0.15
H: -1.16 1.40 -1.91
H: -0.43 1.54 -0.39
H: -1.69 -0.85 -1.71
H: -3.23 -0.83 0.18
H: -2.58 0.76 0.29
H: -1.72 -0.39 1.35
H: 0.59 -1.09 -1.03
H: 2.48 -1.65 1.31
H: 0.91 -1.84 1.22
O: 1.74 -2.25 1.42
H: 1.61 0.56 1.67
H: 0.09 1.39 2.81
O: -0.06 1.01 1.99

***

Arrangement Q

Below is a 3-piece molecular cluster, C4H14O4 overall, with properties calculated with wB97M-V/def2-TZVPD.

Values from the calculation:
Molecular weight, g/mol: 126.15
Spin multiplicity: 1
Total charge: 0
HOMO level, eV: -10.02

CARTESIAN COORDINATES (ANGSTROEM)
O: -1.68 0.63 -1.37
C: -0.73 1.72 -1.39
C: 0.45 1.37 -0.48
C: 1.56 0.36 -0.79
C: 1.41 -1.02 -0.04
O: 0.39 -1.77 -0.74
H: -1.72 0.11 -2.10
H: -0.57 2.20 -2.34
H: -1.36 2.58 -0.79
H: 1.06 2.34 -0.55
H: 0.17 1.18 0.56
H: 2.58 0.79 -0.73
H: 1.50 0.09 -1.84
H: 1.11 -0.99 0.99
H: 2.44 -1.48 -0.05
H: -0.43 -1.30 -0.52
O: -1.35 -1.93 1.31
H: -0.69 -2.57 1.24
H: -2.20 -2.19 1.75
O: -0.59 -0.01 3.00
H: -0.82 0.67 2.34
H: -0.53 -0.78 2.54

***

So which one is most stable? That would be arrangement Q, about 587.6 kJ/mol below the next structure.

***

Arrangement P

Below is one molecule with the formula CH6P2S, with properties calculated with wB97M-V/def2-TZVPD.

Values from the calculation:
Molecular weight, g/mol: 112.07
Spin multiplicity: 1
Total charge: 0
HOMO level, eV: -8.92

CARTESIAN COORDINATES (ANGSTROEM)
P: 1.76 -0.58 0.41
P: 0.22 0.88 0.18
C: -1.03 -0.29 -0.59
S: -2.60 -0.24 0.34
H: 2.60 -0.43 -0.74
H: 2.24 0.41 1.24
H: 0.06 0.32 1.61
H: -1.13 -0.25 -1.73
H: -0.65 -1.29 -0.32
H: -2.38 1.01 0.53

***

Arrangement Q

Below is one molecule with the formula CH6P2S, with properties calculated with wB97M-V/def2-TZVPD.

Values from the calculation:
Molecular weight, g/mol: 112.07
Spin multiplicity: 1
Total charge: 0
HOMO level, eV: -8.58

CARTESIAN COORDINATES (ANGSTROEM)
C: 0.18 -0.52 -1.74
P: -0.74 -0.16 -0.39
P: 0.64 0.24 1.32
S: 2.20 -0.90 1.74
H: -0.60 -0.65 -2.54
H: 1.09 -0.06 -2.07
H: -1.37 1.05 0.40
H: -1.70 -1.20 -0.14
H: 0.66 1.69 1.09
H: -0.35 0.49 2.33

***

So which one is most stable? That would be arrangement P, about 149.4 kJ/mol below the next structure.

***

Arrangement P

Below is C2H3ClINO2 as an isolated structure, with properties calculated with wB97M-V/def2-TZVPD.

Values from the calculation:
Molecular weight, g/mol: 235.41
Spin multiplicity: 1
Total charge: 0
HOMO level, eV: -9.93

CARTESIAN COORDINATES (ANGSTROEM)
C: 0.06 -0.37 0.11
C: 0.72 0.96 0.51
N: 0.88 -1.33 -1.27
O: 2.07 -1.25 -1.22
O: 0.05 -1.79 -2.00
Cl: 1.02 1.97 -0.94
I: -0.52 2.24 1.73
H: 0.09 -1.32 0.83
H: -0.96 -0.23 -0.34
H: 1.75 0.97 0.99

***

Arrangement Q

Below is a 2-piece molecular cluster, C2H3ClINO2 overall, with properties calculated with wB97M-V/def2-TZVPD.

Values from the calculation:
Molecular weight, g/mol: 235.41
Spin multiplicity: 1
Total charge: 0
HOMO level (alpha / beta), eV: -9.51 / -9.51

CARTESIAN COORDINATES (ANGSTROEM)
C: -0.08 -0.47 -0.53
C: -1.03 0.38 0.22
N: 1.76 -0.11 0.42
O: 1.72 0.41 1.47
O: 2.61 -0.25 -0.42
Cl: -0.99 1.99 -0.46
I: -3.04 -0.57 -0.01
H: -0.19 -1.60 -0.54
H: 0.23 -0.11 -1.41
H: -0.98 0.33 1.25

***

So which one is most stable? That would be arrangement P, about 40.4 kJ/mol below the next structure.

***

Arrangement P

Below is one molecule with the formula C18H24N4O4S, with properties calculated with wB97M-V/def2-TZVPD.

Values from the calculation:
Molecular weight, g/mol: 392.48
Spin multiplicity: 1
Total charge: 0
HOMO level, eV: -8.70

CARTESIAN COORDINATES (ANGSTROEM)
C: -2.78 -3.42 -1.81
C: -3.99 -2.49 -1.85
C: -4.67 -2.36 -0.49
N: -3.81 -1.72 0.48
C: -3.98 -0.46 0.90
O: -4.93 0.25 0.64
C: -2.79 0.03 1.75
N: -1.68 0.36 0.88
C: -0.77 -0.63 0.60
O: -0.96 -1.78 0.96
N: 0.33 -0.28 -0.14
C: 1.42 -1.23 -0.23
C: 2.47 -0.78 0.81
O: 2.13 -0.08 1.74
N: 3.74 -1.22 0.64
C: 4.25 -1.91 -0.52
C: 4.91 -0.91 -1.47
C: 6.04 -0.20 -0.72
C: 5.50 0.45 0.55
C: 4.79 -0.59 1.41
C: 0.63 1.00 -0.64
O: 1.68 1.20 -1.23
C: -0.43 1.93 -0.42
S: -0.49 3.56 -0.99
C: -2.02 3.78 -0.26
C: -2.48 2.68 0.41
C: -1.55 1.61 0.33
H: -2.35 -3.52 -2.80
H: -3.08 -4.41 -1.47
H: -2.02 -3.05 -1.14
H: -4.72 -2.88 -2.57
H: -3.68 -1.50 -2.19
H: -4.96 -3.35 -0.11
H: -5.57 -1.74 -0.57
H: -2.94 -2.18 0.70
H: -3.08 0.92 2.31
H: -2.47 -0.75 2.43
H: 1.82 -1.19 -1.25
H: 1.04 -2.22 0.02
H: 3.45 -2.47 -1.02
H: 4.99 -2.63 -0.17
H: 5.29 -1.42 -2.35
H: 4.16 -0.17 -1.78
H: 6.49 0.56 -1.37
H: 6.82 -0.92 -0.47
H: 6.31 0.91 1.12
H: 4.78 1.23 0.29
H: 4.33 -0.13 2.29
H: 5.49 -1.37 1.74
H: -2.52 4.72 -0.36
H: -3.43 2.63 0.89

***

Arrangement Q

Below is one molecule with the formula C18H24N4O4S, with properties calculated with wB97M-V/def2-TZVPD.

Values from the calculation:
Molecular weight, g/mol: 392.48
Spin multiplicity: 1
Total charge: 0
HOMO level, eV: -8.25

CARTESIAN COORDINATES (ANGSTROEM)
C: 0.89 6.22 0.57
C: -0.11 5.28 -0.10
C: -0.11 3.94 0.54
N: 0.58 3.61 1.56
N: 0.42 2.35 1.96
C: -0.40 1.67 1.22
N: -0.65 0.36 1.51
C: -1.41 -0.60 0.91
O: -1.37 -1.73 1.36
C: -2.27 -0.18 -0.25
C: -3.25 -1.27 -0.72
C: -2.59 -2.30 -1.63
O: -2.72 -2.27 -2.84
N: -1.92 -3.26 -0.97
C: -1.14 -4.26 -1.66
C: 0.14 -3.68 -2.29
C: 0.86 -2.80 -1.31
C: 1.48 -3.33 -0.18
C: 2.06 -2.50 0.76
C: 2.05 -1.12 0.61
O: 2.53 -0.24 1.54
C: 3.11 -0.76 2.72
C: 1.47 -0.58 -0.55
O: 1.39 0.76 -0.82
C: 2.52 1.57 -0.54
C: 0.88 -1.43 -1.48
S: -1.09 2.61 -0.09
H: 1.89 5.82 0.49
H: 0.65 6.33 1.62
H: 0.85 7.20 0.09
H: 0.12 5.16 -1.16
H: -1.12 5.69 -0.04
H: -0.07 0.03 2.27
H: -2.85 0.70 0.06
H: -1.63 0.12 -1.08
H: -4.05 -0.80 -1.29
H: -3.67 -1.77 0.15
H: -1.70 -3.09 0.01
H: -0.89 -5.04 -0.94
H: -1.76 -4.69 -2.45
H: -0.14 -3.09 -3.16
H: 0.78 -4.50 -2.61
H: 1.50 -4.40 -0.03
H: 2.52 -2.95 1.63
H: 3.39 0.12 3.30
H: 2.40 -1.36 3.29
H: 4.01 -1.35 2.50
H: 2.38 2.48 -1.13
H: 2.58 1.83 0.52
H: 3.44 1.08 -0.85
H: 0.42 -0.98 -2.35

***

So which one is most stable? That would be arrangement P, about 259.9 kJ/mol below the next structure.

***

Arrangement P

Below is C25H27AlClN3O8Si as an isolated structure, with properties calculated with wB97M-V/def2-TZVPD.

Values from the calculation:
Molecular weight, g/mol: 588.03
Spin multiplicity: 1
Total charge: 0
HOMO level, eV: -8.59

CARTESIAN COORDINATES (ANGSTROEM)
Al: -0.28 0.25 0.59
N: 0.35 2.34 5.41
C: -0.40 1.29 5.80
O: -0.62 0.99 6.95
C: -1.00 0.48 4.67
C: -2.13 -0.29 4.91
C: -2.71 -0.99 3.85
C: -2.14 -0.88 2.60
N: -1.03 -0.16 2.38
C: -0.46 0.48 3.41
H: 0.72 2.93 6.14
H: 0.36 2.69 4.46
H: -2.54 -0.32 5.91
H: -3.59 -1.59 4.00
H: -2.57 -1.37 1.73
H: 0.45 1.02 3.17
O: 1.71 -1.82 -0.57
C: 2.14 -0.86 0.03
O: 1.43 -0.15 0.88
C: 3.53 -0.34 -0.19
C: 4.34 -1.00 -1.11
C: 5.61 -0.52 -1.39
C: 6.04 0.62 -0.72
C: 5.26 1.28 0.20
C: 3.99 0.79 0.47
N: 7.39 1.15 -1.02
O: 7.74 2.16 -0.44
O: 8.07 0.54 -1.82
H: 3.96 -1.87 -1.61
H: 6.27 -1.00 -2.10
H: 5.64 2.17 0.69
H: 3.35 1.29 1.18
C: -3.16 0.33 -1.50
Si: -1.57 -0.65 -1.27
C: -2.02 -2.46 -1.01
C: -0.52 -0.53 -2.82
H: -3.71 -0.03 -2.38
H: -2.96 1.39 -1.65
H: -3.82 0.23 -0.64
H: -2.48 -2.86 -1.92
H: -2.72 -2.61 -0.19
H: -1.12 -3.06 -0.80
H: -1.08 -0.84 -3.70
H: 0.36 -1.17 -2.72
H: -0.18 0.50 -2.99
C: 3.07 2.48 -3.04
C: 1.60 2.78 -3.13
C: 0.91 2.67 -4.32
C: -0.45 2.96 -4.39
Cl: -1.29 2.79 -5.90
C: -1.14 3.36 -3.26
C: -0.46 3.47 -2.05
C: 0.90 3.20 -1.99
O: 1.66 3.31 -0.86
C: 1.15 3.95 0.28
C: 0.45 2.99 1.25
O: 0.53 3.18 2.45
O: -0.21 2.03 0.67
H: 3.45 2.14 -4.00
H: 3.26 1.70 -2.29
H: 3.63 3.36 -2.73
H: 1.43 2.35 -5.22
H: -2.20 3.56 -3.31
H: -1.01 3.75 -1.16
H: 0.45 4.75 0.03
H: 1.99 4.39 0.81

***

Arrangement Q

Below is C25H27AlClN3O8Si as an isolated structure, with properties calculated with wB97M-V/def2-TZVPD.

Values from the calculation:
Molecular weight, g/mol: 588.03
Spin multiplicity: 1
Total charge: 0
HOMO level, eV: -8.97

CARTESIAN COORDINATES (ANGSTROEM)
Al: 0.28 1.21 0.38
N: -4.39 2.31 -1.75
C: -3.95 1.50 -2.74
O: -4.48 1.39 -3.83
C: -2.72 0.70 -2.41
C: -2.57 -0.58 -2.92
C: -1.46 -1.32 -2.55
C: -0.54 -0.77 -1.68
N: -0.66 0.48 -1.23
C: -1.74 1.20 -1.59
H: -5.24 2.82 -1.92
H: -4.08 2.19 -0.80
H: -3.32 -0.97 -3.59
H: -1.32 -2.33 -2.91
H: 0.32 -1.34 -1.34
H: -1.81 2.21 -1.18
O: -3.37 1.48 1.04
C: -2.42 1.03 1.64
O: -1.18 1.30 1.34
C: -2.59 0.08 2.79
C: -3.75 0.15 3.55
C: -3.94 -0.72 4.61
C: -2.97 -1.67 4.85
C: -1.82 -1.78 4.10
C: -1.62 -0.88 3.06
N: -3.18 -2.63 5.97
O: -4.12 -2.42 6.71
O: -2.40 -3.55 6.08
H: -4.50 0.89 3.31
H: -4.82 -0.69 5.23
H: -1.09 -2.55 4.32
H: -0.71 -0.93 2.47
C: 3.19 2.96 -0.65
Si: 1.57 3.25 0.25
C: 1.98 3.62 2.05
C: 0.75 4.75 -0.49
H: 3.80 3.87 -0.63
H: 3.04 2.68 -1.70
H: 3.77 2.16 -0.18
H: 2.72 4.42 2.12
H: 2.39 2.74 2.55
H: 1.09 3.93 2.60
H: 1.36 5.63 -0.29
H: -0.24 4.93 -0.07
H: 0.64 4.66 -1.58
C: 2.86 -4.56 -1.65
C: 2.81 -3.20 -2.27
C: 2.30 -2.99 -3.54
C: 2.22 -1.71 -4.08
Cl: 1.55 -1.49 -5.67
C: 2.66 -0.62 -3.37
C: 3.16 -0.81 -2.08
C: 3.23 -2.08 -1.54
O: 3.70 -2.34 -0.27
C: 3.30 -1.41 0.72
C: 1.78 -1.35 0.80
O: 1.11 -2.36 0.77
O: 1.28 -0.14 0.87
H: 2.52 -5.32 -2.35
H: 2.24 -4.60 -0.75
H: 3.88 -4.81 -1.34
H: 1.95 -3.84 -4.12
H: 2.61 0.37 -3.80
H: 3.51 0.05 -1.52
H: 3.72 -0.41 0.54
H: 3.68 -1.78 1.67

***

So which one is most stable? That would be arrangement P, about 29.5 kJ/mol below the next structure.

***

Arrangement P

Below is an isolated ion of composition C4H7INO and charge +1, with properties calculated with wB97M-V/def2-TZVPD.

Values from the calculation:
Molecular weight, g/mol: 212.01
Spin multiplicity: 1
Total charge: +1
HOMO level (alpha / beta), eV: -12.16 / -12.16

CARTESIAN COORDINATES (ANGSTROEM)
C: 0.64 0.13 1.49
C: 0.54 1.74 -0.06
C: -0.67 -1.56 0.09
C: 0.30 0.63 -0.69
N: 0.30 -0.47 0.15
O: 0.81 1.53 1.24
I: 0.27 0.31 -2.78
H: -0.28 -0.05 2.01
H: 1.67 -0.18 1.74
H: 0.67 2.88 -0.30
H: -1.58 -1.43 0.68
H: -0.25 -2.43 0.36
H: -1.00 -1.55 -1.00
H: -1.44 0.46 -2.93

***

Arrangement Q

Below is an isolated ion of composition C4H7INO and charge +1, with properties calculated with wB97M-V/def2-TZVPD.

Values from the calculation:
Molecular weight, g/mol: 212.01
Spin multiplicity: 1
Total charge: +1
HOMO level, eV: -13.65

CARTESIAN COORDINATES (ANGSTROEM)
C: -2.50 -2.39 -2.19
C: -0.01 -0.59 0.20
C: 0.63 1.88 0.04
C: 1.55 0.03 1.67
N: 0.70 0.43 0.48
O: -1.99 -3.43 -2.31
I: -1.54 -0.41 -1.70
H: -3.52 -2.17 -2.31
H: 0.26 1.98 -0.94
H: 1.43 2.49 0.32
H: -0.16 2.35 0.62
H: 1.39 -1.04 1.97
H: 1.22 0.58 2.57
H: 2.57 0.30 1.57

***

Arrangement R

Below is an isolated ion of composition C4H7INO and charge +1, with properties calculated with wB97M-V/def2-TZVPD.

Values from the calculation:
Molecular weight, g/mol: 212.01
Spin multiplicity: 1
Total charge: +1
HOMO level, eV: -13.39

CARTESIAN COORDINATES (ANGSTROEM)
O: -0.96 1.66 -0.52
C: -0.09 0.94 0.33
N: -0.90 -0.22 0.83
C: -0.49 -1.49 0.11
C: 0.49 -1.28 -0.75
C: 1.10 0.08 -0.72
I: 3.08 -0.10 0.19
H: -0.96 2.66 -0.33
H: 0.46 1.68 1.04
H: -1.91 0.23 0.53
H: -0.74 -0.34 1.84
H: -1.14 -2.33 0.30
H: 0.92 -2.11 -1.28
H: 1.15 0.63 -1.58

***

So which one is most stable? That would be arrangement R, about 241.6 kJ/mol below the next structure.

***

Arrangement P

Below is a 2-piece molecular cluster, CH3O2 overall, with properties calculated with wB97M-V/def2-TZVPD.

Values from the calculation:
Molecular weight, g/mol: 47.03
Spin multiplicity: 1
Total charge: -1
HOMO level, eV: -2.58

CARTESIAN COORDINATES (ANGSTROEM)
O: 1.91 -0.19 0.49
H: 1.47 -0.37 1.34
O: -2.01 -0.14 -0.67
C: -0.86 0.13 -0.42
H: -0.18 -0.31 0.31
H: -0.33 0.88 -1.05

***

Arrangement Q

Below is a 2-piece molecular cluster, CH3O2 overall, with properties calculated with wB97M-V/def2-TZVPD.

Values from the calculation:
Molecular weight, g/mol: 47.03
Spin multiplicity: 1
Total charge: -1
HOMO level, eV: -2.72

CARTESIAN COORDINATES (ANGSTROEM)
O: -1.26 -0.55 0.79
H: -1.50 -0.55 1.72
O: 1.37 1.26 -0.74
C: 0.68 0.28 -0.64
H: -0.33 0.15 -1.05
H: 1.04 -0.59 -0.08

***

So which one is most stable? That would be arrangement Q, about 17.1 kJ/mol below the next structure.